{
  "formula": "C48H63CrGeNO4P2Si",
  "method": "the ωB97M-V functional and the def2-TZVPD basis",
  "species": ["H", "H", "C", "C", "H", "H", "H", "H", "C", "H", "C", "H", "C", "C", "H", "C", "C", "C", "H", "H", "C", "C", "H", "C", "O", "H", "H", "H", "C", "H", "H", "H", "H", "C", "C", "H", "C", "H", "H", "H", "H", "C", "H", "C", "C", "Si", "C", "H", "H", "H", "H", "C", "O", "H", "H", "H", "H", "H", "C", "O", "H", "C", "C", "C", "C", "H", "C", "C", "H", "H", "C", "Cr", "H", "C", "H", "N", "H", "C", "C", "C", "C", "P", "C", "H", "H", "O", "C", "H", "H", "H", "H", "C", "H", "C", "C", "H", "H", "H", "C", "H", "C", "H", "H", "C", "H", "H", "H", "H", "P", "C", "C", "H", "H", "H", "C", "C", "H", "Ge", "C", "C", "H"],
  "coordinates": [[0.22, -3.53, -3.02], [-5.11, -0.63, -2.73], [-2.43, -1.53, -3.94], [3.28, 4.00, 4.83], [-0.33, 2.50, 1.94], [-1.45, 3.40, -5.32], [-3.58, -2.95, 0.60], [-2.53, 0.28, -5.14], [2.69, 1.70, 4.34], [-3.90, -1.22, 0.64], [4.04, 1.39, 4.29], [2.98, 5.02, 5.02], [-4.84, -0.72, -1.68], [-4.16, -2.06, -1.35], [1.61, 0.67, 6.99], [-1.99, -0.40, 1.83], [2.01, -0.75, 5.43], [2.87, 2.73, 0.88], [5.23, -2.26, -0.75], [-0.82, 4.98, -4.77], [2.99, -2.83, 6.18], [2.17, 0.21, -1.53], [-3.34, -4.94, -3.04], [4.38, -0.80, -2.17], [-1.12, 1.28, -1.51], [2.97, -0.51, 2.60], [0.06, 4.56, -1.23], [-5.78, -0.63, -1.10], [-0.15, -3.96, -2.09], [3.38, -3.02, 8.28], [4.35, 0.37, 4.08], [5.16, -0.95, -2.91], [3.37, -3.82, 5.94], [-3.59, -2.11, -4.76], [0.75, 4.51, -2.07], [-1.85, -5.87, -2.90], [-1.92, 2.04, -0.86], [0.77, 5.48, -2.58], [2.69, 2.89, -4.10], [-5.09, -3.25, -2.97], [5.38, 4.43, 4.93], [2.99, -2.39, 7.49], [-3.06, -4.76, -0.46], [2.00, -0.32, 6.76], [0.96, -0.61, -2.09], [-2.30, -2.05, -2.04], [4.63, 3.67, 4.77], [0.32, -3.43, -1.27], [1.43, -1.40, 2.63], [-1.12, -1.43, -5.66], [-2.69, -0.36, 3.83], [1.78, 3.19, -4.62], [-0.60, -1.99, 0.76], [1.27, 3.27, 4.64], [6.06, 2.10, 4.44], [0.19, -5.01, -2.04], [-0.03, 4.95, 2.14], [0.65, -0.13, -3.03], [3.04, 4.11, 1.00], [-1.28, -2.42, 2.87], [-3.63, -3.19, -4.74], [-5.07, -3.18, -1.88], [3.39, 0.09, -2.43], [-1.24, -1.75, 1.85], [2.32, 3.01, 4.61], [-4.77, -4.16, -1.50], [1.67, 2.14, 1.24], [1.89, -0.41, 2.62], [3.99, 4.56, 0.71], [-3.41, 0.43, -3.61], [-1.20, 4.00, -4.45], [-0.66, -0.56, -0.74], [2.14, 5.99, 1.53], [0.79, 4.33, 1.80], [3.68, -1.64, 1.04], [-1.90, 0.22, 0.67], [-6.10, -3.00, -1.54], [-3.21, 1.44, 2.70], [-2.36, 1.44, 0.48], [3.56, -1.16, 0.07], [2.50, -2.02, 5.15], [1.36, 0.43, 4.16], [-2.64, 0.18, 2.89], [-5.24, -2.35, 0.51], [-0.24, -1.59, -4.14], [-2.31, 3.16, -1.16], [-1.99, -4.59, -0.62], [1.75, 4.29, -1.68], [-1.65, 0.49, -3.62], [-3.43, 3.09, 1.30], [1.64, 2.52, -5.47], [5.01, 2.36, 4.50], [-1.50, -5.57, -0.59], [-2.51, 0.01, -4.07], [2.56, -0.22, -0.12], [-3.48, -1.79, -5.81], [2.50, -2.40, 4.14], [1.84, 1.27, -1.52], [-1.13, -1.92, -4.68], [-1.96, -4.56, -4.07], [-2.25, -4.86, -3.06], [1.34, -1.60, -2.35], [2.48, -0.76, 8.80], [0.63, 2.96, 1.68], [-2.09, 4.14, -3.84], [1.88, 4.22, -4.98], [-1.05, -2.99, -4.85], [-1.61, -4.00, 0.21], [1.33, 0.32, 1.03], [-4.20, -2.16, 0.18], [2.49, -1.12, 7.78], [3.66, 2.10, 0.49], [3.38, 0.63, -3.38], [-4.56, -1.73, -4.42], [-1.69, -3.93, -1.98], [4.45, -1.53, -0.93], [-3.74, 1.92, 3.51], [0.23, 3.16, -3.39], [-3.06, 2.09, 1.48], [2.00, 4.91, 1.46], [-4.21, 0.13, -1.41]],
  "homo_lumo_gap_ev": [4.01, 4.01],
  "e_lumo_ev": [4.000, 3.999],
  "charge": -2,
  "multiplicity": 5,
  "e_homo_ev": [-0.02, -0.01]
}


{
  "formula": "C48H63MgN4O7S2Si2",
  "method": "the ωB97M-V functional and the def2-TZVPD basis",
  "species": ["H", "H", "H", "C", "O", "H", "C", "C", "H", "H", "H", "C", "C", "H", "C", "H", "H", "C", "H", "O", "C", "O", "C", "C", "H", "C", "C", "H", "C", "C", "C", "C", "H", "H", "H", "Si", "H", "C", "H", "H", "Si", "C", "C", "H", "H", "H", "H", "H", "C", "H", "O", "H", "C", "C", "H", "H", "H", "C", "C", "H", "H", "H", "C", "H", "C", "H", "H", "H", "H", "C", "H", "H", "O", "O", "C", "C", "H", "H", "Mg", "H", "S", "H", "H", "H", "H", "C", "C", "C", "C", "C", "C", "N", "C", "C", "H", "H", "C", "H", "C", "H", "C", "H", "H", "S", "N", "C", "C", "C", "H", "H", "H", "C", "C", "N", "H", "H", "C", "H", "H", "H", "N", "C", "H", "O", "H", "H", "C"],
  "coordinates": [[2.20, -1.75, -5.88], [-5.45, -2.88, -4.09], [3.81, -5.05, 1.84], [5.16, 1.45, 2.94], [3.33, 0.16, 2.10], [2.40, -1.80, 3.12], [-1.81, 0.67, 4.42], [3.66, 1.42, 2.66], [2.66, -4.50, 0.60], [5.82, 2.16, -1.28], [-4.64, 1.10, -4.51], [1.11, -2.50, -2.24], [-3.44, -1.75, 1.77], [5.47, 2.44, 3.30], [-3.14, -0.80, -2.64], [-1.30, 0.39, 5.34], [3.14, 0.69, 4.62], [-5.16, -1.99, 3.41], [-5.69, 0.84, -0.40], [-1.07, 2.10, 0.01], [0.30, 4.02, -0.77], [-1.63, -2.25, -0.03], [3.62, -4.29, 1.08], [-3.15, 1.08, 4.45], [4.94, -1.60, 2.81], [0.36, -1.68, -3.07], [-1.05, 0.57, 3.30], [3.42, 3.53, 2.23], [5.01, -1.11, -2.03], [-3.03, 1.18, 2.02], [-7.59, -1.83, 2.79], [-0.03, 4.40, 1.71], [1.32, 4.13, -4.05], [-3.36, 3.23, -0.31], [-0.63, 2.98, 3.21], [-4.07, 1.65, -2.13], [0.74, 5.78, 0.31], [0.34, 2.45, -3.13], [-4.25, 4.01, -1.63], [-6.26, 2.33, -1.17], [3.36, -0.34, 0.52], [3.60, -2.89, 1.70], [1.89, -1.97, -4.87], [5.19, -3.34, 3.09], [5.04, -2.05, -1.49], [-5.27, -0.78, -2.85], [5.71, 1.21, 2.03], [-3.42, -4.23, -4.58], [2.28, -3.05, -2.75], [5.90, 1.35, -2.86], [3.34, -2.01, 0.63], [-5.45, -2.12, 4.44], [-5.73, -1.68, 1.10], [-3.48, 3.26, -1.39], [-5.13, 2.76, -4.11], [-3.43, 2.37, -4.40], [5.62, -1.21, -2.94], [-4.37, -1.33, -3.09], [-4.35, 2.00, -3.96], [5.42, 0.71, 3.70], [-4.76, 1.57, 3.09], [-2.54, 3.60, -1.82], [-3.71, 1.31, 3.19], [-3.04, -2.04, 3.84], [-5.78, 1.36, -1.36], [-7.76, -2.28, 3.77], [2.90, -3.66, -2.10], [5.73, -2.58, 1.57], [-7.97, -0.80, 2.83], [-2.02, -1.60, -2.98], [-3.45, 1.31, 1.03], [0.37, 1.78, -3.98], [-1.02, -2.36, 2.37], [4.92, 0.11, 0.09], [5.57, 0.02, -1.17], [0.73, -1.40, -4.37], [3.13, 2.47, 4.48], [3.59, -3.21, -4.44], [-1.09, 0.22, -0.99], [3.98, -0.91, -2.31], [-1.73, -1.69, 1.31], [0.80, -2.67, -1.22], [-3.71, 1.16, 5.37], [7.64, -0.23, -1.78], [7.42, 0.53, -0.18], [-2.10, -2.81, -3.64], [4.95, -2.58, 2.34], [-0.89, 2.10, 1.39], [0.88, 3.73, -3.14], [-6.13, -1.84, 2.43], [2.48, -2.81, 2.73], [-1.29, -0.18, 1.02], [-3.81, -1.94, 3.08], [0.33, 4.78, 0.42], [7.16, -1.21, -0.38], [3.88, 2.55, 0.82], [-4.40, -1.63, 0.76], [1.52, -3.06, 2.27], [-4.47, -2.53, -3.78], [-4.08, -1.49, -0.26], [2.89, 1.53, 3.97], [-0.04, 0.20, 3.24], [0.10, -0.76, -4.97], [1.95, 0.33, -0.76], [-1.58, 0.90, 1.97], [7.04, -0.24, -0.86], [5.40, 1.36, -1.89], [0.85, 4.49, -1.99], [-6.45, 0.78, -1.99], [2.23, 2.48, 1.42], [-8.19, -2.37, 2.06], [3.28, 2.57, 1.73], [-0.25, 2.72, -0.93], [-0.23, 1.98, -2.01], [-6.48, -1.58, 0.32], [1.27, 5.50, -1.99], [-0.53, 3.15, 2.15], [4.33, 1.55, -2.03], [4.41, -4.34, 0.32], [0.14, 5.13, 2.49], [-2.97, 0.36, -1.93], [-3.35, -3.28, -4.06], [1.82, 1.51, 3.77], [-0.78, -1.09, -2.55], [2.66, -3.50, 3.56], [-1.21, -3.38, -3.83], [2.67, -2.79, -4.06]],
  "homo_lumo_gap_ev": [4.29, 5.49],
  "e_lumo_ev": [4.192, 4.191],
  "charge": -2,
  "multiplicity": 2,
  "e_homo_ev": [-0.10, -1.30]
}


{
  "formula": "C48H64BaCl2N2O11S5Si",
  "method": "the ωB97M-V functional and the def2-TZVPD basis",
  "species": ["H", "H", "H", "H", "C", "H", "Si", "C", "C", "H", "H", "H", "C", "C", "H", "H", "C", "C", "H", "C", "O", "C", "H", "H", "H", "H", "C", "H", "H", "H", "C", "H", "H", "O", "O", "H", "H", "C", "S", "C", "H", "C", "S", "C", "C", "C", "C", "H", "O", "H", "H", "H", "C", "C", "H", "C", "H", "C", "H", "O", "H", "H", "H", "C", "H", "C", "C", "H", "H", "H", "C", "C", "S", "H", "C", "H", "N", "H", "C", "O", "Ba", "Cl", "H", "H", "H", "O", "Cl", "H", "C", "O", "C", "H", "H", "H", "S", "H", "C", "C", "C", "N", "C", "C", "H", "H", "H", "C", "C", "H", "H", "C", "S", "H", "C", "C", "C", "H", "C", "C", "C", "H", "C", "H", "H", "H", "C", "O", "O", "H", "H", "H", "O", "H", "H", "C"],
  "coordinates": [[3.48, 3.88, 2.52], [-1.67, 0.98, 6.85], [-4.46, -2.83, 4.05], [-6.06, -0.44, -4.38], [3.58, 2.98, 1.92], [1.80, 2.46, 4.60], [2.57, 1.35, -1.57], [-3.60, -1.10, 4.97], [2.59, 0.72, 5.59], [0.75, 3.24, -0.05], [0.97, 2.41, 1.47], [4.32, -0.99, -3.79], [-4.83, -0.62, 5.38], [0.01, -0.35, 5.28], [-0.28, 3.74, -4.65], [2.13, 3.33, -5.47], [3.13, -4.58, -1.70], [-2.36, 2.26, 0.74], [-0.38, -4.25, -5.18], [-1.17, -4.30, -4.44], [-1.22, -4.44, 1.39], [6.26, 1.42, -2.27], [4.14, -1.11, -1.28], [-4.13, 1.02, -5.03], [-2.59, 3.16, 1.32], [3.59, 1.13, 5.70], [-0.14, -4.53, 2.00], [-3.27, 3.18, -0.99], [2.52, 4.33, -4.07], [3.36, -1.52, 3.07], [0.81, -3.31, 1.80], [-1.26, -1.45, 4.12], [-3.88, 1.77, 7.55], [1.93, -0.10, -1.52], [3.07, 1.94, -0.12], [4.09, -4.92, -1.33], [-5.94, 0.77, 6.59], [1.60, 1.47, 4.99], [-3.81, -0.97, -3.71], [1.86, -3.24, -3.23], [-5.91, -1.99, -3.59], [0.74, -4.55, -1.54], [-5.54, -1.17, -0.76], [1.18, -1.40, 0.50], [3.32, 4.32, -0.19], [0.02, 3.50, -3.63], [1.04, -1.08, 5.87], [6.30, 2.11, -3.11], [0.05, 0.56, -0.12], [-4.81, 1.58, -0.64], [-1.53, 3.38, -0.83], [6.08, -0.92, -3.74], [3.08, -3.71, -2.78], [0.33, 0.93, 4.83], [-5.46, 2.18, 0.88], [-3.44, 0.73, -4.23], [-6.97, 0.40, 0.37], [-3.39, 1.79, -3.13], [-0.80, 2.98, -3.13], [3.92, 1.30, -2.56], [-1.36, 1.90, 1.01], [4.63, 2.81, 1.72], [-4.37, 1.89, -2.67], [1.27, 2.63, -3.61], [7.20, 0.87, -2.22], [5.01, -0.47, -1.23], [5.07, 0.48, -2.42], [-7.28, -0.43, -2.29], [2.72, -0.07, 1.16], [3.08, -1.18, 6.49], [-3.50, -2.30, 4.08], [2.39, 3.31, -4.41], [-2.11, 1.33, -1.92], [3.22, 5.24, 0.39], [-4.96, 0.42, 6.29], [-1.19, -5.28, -3.97], [0.54, -2.53, 0.74], [2.77, 4.43, -1.12], [1.85, -2.99, 2.65], [0.26, -5.43, 2.73], [-1.79, -2.20, 0.04], [-0.84, 1.86, 3.95], [-3.17, 2.75, -3.62], [-2.45, 0.65, -4.68], [3.19, 2.15, 2.49], [-0.19, -1.20, -1.47], [0.74, -2.70, 6.41], [-5.94, 0.72, -2.19], [5.17, -0.33, -3.72], [1.66, 2.54, -2.25], [1.97, -5.00, -1.08], [3.32, 2.78, -4.28], [2.06, -3.64, 3.48], [5.16, 0.34, -4.57], [-0.88, -3.06, -3.17], [1.86, 0.65, -4.24], [2.81, 3.12, 0.60], [-5.61, -0.95, -3.52], [-3.01, -1.99, 2.67], [-1.23, -0.95, 5.05], [0.55, -0.50, -0.63], [-3.81, 0.98, 6.82], [2.00, -5.64, -0.22], [-2.75, -2.97, 4.51], [1.81, -2.50, -4.02], [2.32, -0.56, 6.03], [-2.44, -0.47, 5.48], [-5.81, -0.39, 1.43], [4.96, 0.09, -0.30], [-2.35, 2.66, -0.72], [-3.43, 0.89, 1.21], [-5.72, -1.10, 4.98], [-4.98, 1.32, 0.40], [2.55, -1.81, 2.41], [-2.56, 0.53, 6.43], [3.99, -3.35, -3.24], [1.32, 3.25, 0.88], [-6.18, -0.34, -2.24], [0.70, -3.68, -2.61], [0.53, 1.34, -5.16], [0.96, 1.25, -4.17], [-2.12, -4.08, -4.89], [0.27, 0.73, -3.51], [6.15, 2.01, -1.36], [-5.92, 0.10, 0.46], [-1.82, -1.56, 2.63], [-3.74, -2.18, 1.68], [1.11, 4.19, 1.41], [4.37, 4.18, -0.44], [5.91, -1.08, -1.21], [-1.86, -3.49, -2.08], [0.21, 4.43, -3.10], [-0.17, -4.83, -1.04], [2.21, -1.00, 1.35]],
  "homo_lumo_gap_ev": 5.99,
  "e_lumo_ev": 3.481,
  "charge": -2,
  "e_homo_ev": -2.51
}


Calculated ΔE to the lowest compared entry with this formula, charge and spin (kJ/mol), listed in the same order as above: 212.9 331.1 0.0
Calculated max |F| (hartree/bohr), listed in the same order as above: 0.01860 0.00873 0.04439
Calculated total energy (a.u.), listed in the same order as above: -6316.20291 -4188.30420 -6031.38577